{
  "formula": "C5H13NO",
  "method": "the ωB97M-V functional and the def2-TZVPD basis",
  "e_homo_ev": -8.0,
  "total_charge": 0,
  "e_above_lowest_kj_mol": 160.1,
  "largest_force_ev_per_a": 2.12,
  "smiles": "C/C=C(\\C)NC.O",
  "species": ["C", "N", "C", "C", "C", "C", "H", "H", "H", "H", "H", "H", "H", "H", "H", "H", "H", "H", "H", "O"],
  "coordinates": [[-2.180, -0.059, 0.727], [-1.330, -0.783, -0.185], [-0.031, -0.368, -0.458], [1.034, -1.152, -0.172], [2.406, -1.031, -0.787], [0.183, 0.925, -1.263], [-1.996, -0.409, 1.764], [-2.011, 1.016, 0.723], [-3.214, -0.305, 0.501], [-1.542, -1.688, -0.529], [0.847, -1.996, 0.486], [3.167, -0.968, 0.002], [2.634, -1.976, -1.290], [2.572, -0.212, -1.481], [0.125, 0.642, -2.324], [1.125, 1.419, -1.059], [-0.740, 1.483, -1.077], [0.511, 1.151, 1.403], [-0.025, 1.902, 2.610], [-0.015, 1.925, 1.656]],
  "forces_ev_per_angstrom": [[-0.243, -1.014, 0.671], [0.428, 1.205, -0.407], [2.072, -0.029, -0.428], [-0.736, 0.510, -0.285], [0.225, -0.586, 0.849], [-1.564, -1.331, -0.042], [-0.114, 0.315, -0.203], [0.000, -0.147, -0.302], [-0.198, 0.258, -0.036], [-0.428, -0.562, 0.361], [0.126, -0.160, -0.188], [-0.030, 0.149, -0.095], [-0.004, 0.119, -0.209], [-0.275, 0.045, -0.014], [0.205, 0.167, 0.091], [-0.225, 0.308, 0.145], [0.599, 0.679, -0.017], [-0.110, 0.070, -0.051], [-0.022, 0.046, 0.424], [0.292, -0.043, -0.264]],
  "mulliken_charge": [-0.794, -0.178, -0.003, -0.156, -1.227, -1.157, 0.220, 0.291, 0.322, 0.233, 0.381, 0.302, 0.331, 0.322, 0.391, 0.346, 0.382, 0.317, 0.292, -0.613]
}